ORCA calculation (ωB97M-V/def2-TZVPD) on a structure of composition H12O6.

Element x y z (Å)
1 O 0.818 -0.132 2.778
2 H -0.048 0.105 2.445
3 H 1.206 -0.662 2.082
4 O -1.908 -2.200 0.387
5 H -2.813 -1.888 0.387
6 H -1.418 -1.513 -0.065
7 O -0.009 0.392 0.594
8 H 0.712 0.248 -0.018
9 H -0.727 -0.138 0.248
10 O -1.006 -0.781 -0.715
11 H -0.758 -1.429 -1.374
12 H -1.216 0.005 -1.219
13 O 2.250 0.402 -0.995
14 H 2.644 1.256 -0.817
15 H 2.068 0.413 -1.934
16 O 0.353 2.242 -0.594
17 H 0.081 1.672 0.126
18 H -0.228 2.008 -1.318

Computed properties:
Energy, eV: -12473.522
LUMO, Eh: -0.024
Energy relative to the best compared isomer or geometry (same formula, charge and spin), eV: 7.5916
Multiplicity: 1